Entry 1:
{"formula": "C28H40N8O12", "method": "wB97M-V/def2-TZVPD", "charge": 0, "smiles": "Oc1ccc(O)cc1.Oc1ccc(O)cc1.Oc1ccc(O)cc1.Oc1ccc(O)cc1.NC(N)=O.NC(N)=O.NC(N)=O.NC(N)=O", "homo_lumo_gap_ha": 0.295, "spin_multiplicity": 1, "e_tot_ev": -66174.284, "e_homo_ha": -0.29057, "species": ["O", "C", "H", "H", "C", "C", "H", "O", "H", "H", "H", "N", "C", "H", "H", "H", "H", "C", "O", "C", "C", "H", "C", "C", "H", "O", "N", "H", "C", "C", "H", "H", "H", "H", "H", "C", "O", "O", "H", "C", "O", "C", "O", "H", "H", "C", "H", "H", "H", "H", "H", "H", "C", "H", "H", "H", "H", "O", "O", "N", "H", "C", "H", "C", "N", "H", "H", "O", "N", "N", "O", "H", "H", "C", "H", "C", "C", "H", "C", "C", "C", "C", "N", "C", "C", "N", "H", "C"], "xyz": [[3.606385, -5.763700, -2.522550], [-2.401007, 8.610147, 0.561230], [-6.235956, -2.864403, -4.471317], [0.600931, -5.992708, 0.999464], [-5.245629, -2.742936, -4.057912], [2.626006, -6.402333, -1.783420], [5.714464, 0.573172, 5.204118], [2.682301, -2.505423, 3.720589], [5.308965, 6.000958, 0.378795], [-1.485235, 5.470371, -6.060838], [7.853744, -0.392710, 5.713483], [4.280251, 4.716244, 2.986270], [2.138760, -5.915892, -0.545077], [-3.916875, 4.548365, 0.708329], [2.090603, 1.260026, -0.504208], [-1.823085, 9.319888, 1.134527], [6.983543, -3.544503, 4.843914], [4.878564, -3.193325, 4.449971], [0.322953, 3.311023, -4.901976], [-4.813584, -3.313386, -2.833258], [3.924160, -2.165027, 4.246821], [-1.576435, -2.316731, -2.923074], [4.232771, -0.850210, 4.597013], [-2.745148, 7.414710, 1.221686], [1.569699, -0.421906, 0.044117], [-2.661249, 10.069089, -1.306686], [-3.099914, -4.107638, 3.994192], [-1.345139, -7.481338, 0.591602], [-3.943622, 6.715378, -0.636846], [-4.047409, -4.953879, 3.595035], [-1.645317, -0.491437, -4.627872], [-2.323783, -3.922968, 3.374827], [0.044498, 2.303195, -1.134161], [-0.993114, 2.301750, 0.248740], [1.576604, 4.484983, -6.768552], [-3.076312, -1.793420, -4.400830], [-4.178665, -5.490171, 2.552769], [-2.161472, -1.112459, -5.147016], [3.444300, -0.112860, 4.564892], [-4.403646, -1.995793, -4.771692], [-5.596719, -4.266284, -2.230188], [6.193116, -2.816974, 4.732877], [4.582464, 3.787648, 0.978427], [-4.372120, 5.891342, -1.187988], [-3.338601, 10.509370, -1.825282], [1.931175, -7.564928, -2.257158], [-3.977498, 7.940989, -2.382018], [-3.092959, -3.780931, -1.737505], [-4.971106, -4.423148, 5.339054], [-2.040101, 4.157487, -5.062087], [3.841481, 3.824353, 3.165446], [-3.107912, -3.887719, 4.979923], [1.039093, -6.414883, 0.107172], [4.594634, -4.221733, 4.282166], [2.580821, -4.992889, -0.200053], [4.924254, 6.684040, 2.012109], [0.239611, -8.854726, -2.143512], [-0.165132, 0.409828, 1.180894], [-3.765223, 5.298615, 1.287745], [4.900437, 5.966374, 1.301840], [4.235048, 5.611175, 3.452277], [-3.512414, -3.136290, -2.495721], [0.098024, 5.330331, -7.160050], [-3.655088, 7.859723, -1.354474], [-1.277071, 4.695502, -5.447351], [2.283663, -7.831819, -3.242514], [-5.190240, -4.627190, -1.438907], [7.811626, -1.286625, 5.366009], [0.671871, 4.837630, -6.490683], [1.436976, 0.542593, -0.224628], [-0.673303, -8.079853, 0.256914], [-5.501029, -5.908055, 4.558041], [-2.311530, 7.354741, 2.208999], [0.466690, -7.569557, -0.381986], [2.200913, -1.692860, 3.548489], [0.342082, 0.942130, 0.269189], [6.532709, -1.475501, 5.055029], [3.831766, -4.875139, -2.237502], [-3.593633, 6.511387, 0.694298], [0.823665, -8.126609, -1.600249], [-2.623395, -2.266338, -3.183311], [4.555537, 4.741555, 1.707204], [-0.107484, 2.052126, -0.167732], [-2.890488, 8.834049, -0.725484], [-0.078037, 4.242382, -5.544367], [-4.871763, -5.120082, 4.614826], [-4.705461, -1.582089, -5.722562], [5.543744, -0.475296, 5.009289]], "forces_ev_per_angstrom": [[-0.4, -1.3, -0.2], [-0.9, -0.9, -0.2], [-0.2, -0.3, 0.4], [0.3, 0.2, 0.1], [-1.4, -0.9, 1.8], [-2.0, -0.8, 1.5], [0.3, 0.0, 0.2], [0.8, -0.1, 0.5], [0.0, 0.6, 0.4], [-0.7, -0.2, 0.4], [0.6, 0.2, 0.1], [-0.7, -1.0, 2.0], [1.2, 1.3, -1.3], [-0.1, 0.4, -0.4], [0.5, -0.9, -0.2], [0.1, 0.3, -0.4], [0.0, -0.1, -0.1], [0.2, 1.4, -0.7], [0.9, -1.7, 1.5], [-0.6, -0.8, -1.5], [0.1, -0.2, 0.4], [0.1, 0.4, 0.0], [0.9, -0.5, 0.1], [1.3, 2.5, 1.2], [1.3, 0.4, -0.2], [1.2, 0.1, 0.4], [2.0, 1.5, -0.4], [0.5, 0.6, -0.2], [-0.5, -0.5, -0.6], [0.3, 1.0, 1.5], [-0.1, -0.2, 0.2], [-0.1, 0.2, 0.4], [-0.1, 0.2, 0.2], [0.2, 0.2, -0.3], [-0.4, -0.1, 0.3], [1.1, 0.6, 2.0], [0.2, -1.6, -3.3], [-0.3, 0.6, -1.6], [0.0, 0.2, -0.1], [1.8, 1.4, -1.9], [-0.6, 0.4, -0.3], [-0.8, 0.6, 0.8], [-0.3, -1.7, -1.0], [-0.5, -0.1, 0.1], [-0.4, -0.8, 0.1], [1.3, 1.8, -0.3], [0.0, 0.2, 0.0], [0.0, 0.1, 0.5], [-0.2, -0.5, -0.2], [0.5, 0.1, 0.0], [-0.3, 0.5, 1.3], [0.8, 0.1, -0.6], [0.4, -1.0, -0.1], [0.1, 0.0, -0.1], [0.1, 0.2, 0.3], [0.4, 0.3, -1.0], [0.0, -0.3, 0.5], [-3.1, -3.5, 4.5], [-0.2, -0.2, 1.3], [0.3, 1.4, -0.9], [-0.6, -0.9, 0.6], [1.6, 0.7, 0.6], [0.9, 0.0, -0.4], [0.4, -0.2, 0.7], [-4.4, 2.6, -0.2], [-0.4, -0.7, -0.2], [0.2, 0.2, 0.1], [1.1, 0.9, 0.6], [0.2, 1.5, -1.3], [4.5, -2.2, -2.8], [0.6, -1.1, -0.4], [-0.2, 0.5, 0.1], [-0.2, -0.6, 0.2], [-2.6, 0.1, 0.2], [-0.2, 0.1, 0.0], [-0.6, 0.6, 1.2], [-2.5, -1.0, -1.1], [-0.4, -0.1, 0.5], [0.5, -1.5, -2.3], [1.5, 0.9, -0.4], [-1.6, -2.1, -0.2], [1.2, 0.8, -1.5], [-2.6, 5.3, -2.5], [-0.7, 1.3, 0.0], [3.0, -2.3, -0.3], [-2.9, -1.3, 2.3], [-0.1, 0.1, -0.1], [-0.7, -1.4, -0.6]], "lowdin_charge": [0.033, 0.004, 0.119, 0.119, -0.019, -0.283, 0.102, 0.023, 0.117, 0.107, 0.107, 0.159, -0.037, 0.104, 0.129, 0.115, 0.113, -0.002, 0.035, -0.315, -0.311, 0.115, -0.031, -0.025, 0.126, 0.020, 0.152, 0.096, -0.031, -0.793, 0.104, 0.115, 0.117, 0.120, 0.115, -0.336, 0.070, 0.032, 0.105, -0.043, 0.043, -0.006, 0.043, 0.111, 0.103, -0.008, 0.114, 0.113, 0.105, 0.127, 0.122, 0.102, -0.035, 0.112, 0.105, 0.098, 0.117, 0.068, 0.046, 0.148, 0.109, -0.032, 0.093, -0.023, 0.165, 0.107, 0.100, 0.061, 0.152, 0.182, 0.006, 0.115, 0.118, -0.314, 0.090, -0.917, -0.355, 0.100, -0.342, -0.006, -0.002, -0.795, 0.179, -0.314, -0.794, 0.135, 0.120, -0.012]}

---

Entry 2:
{"formula": "C42H40IrN5O4P2S", "method": "wB97M-V/def2-TZVPD", "charge": 3, "homo_lumo_gap_ha": [0.258, 0.200], "spin_multiplicity": 2, "e_tot_ev": -92066.333, "e_homo_ha": [-0.61318, -0.61753], "species": ["N", "O", "H", "H", "C", "C", "H", "C", "C", "H", "H", "H", "H", "H", "H", "H", "H", "H", "C", "H", "H", "C", "H", "H", "H", "O", "C", "C", "H", "Ir", "C", "O", "H", "C", "C", "H", "N", "C", "C", "N", "C", "N", "C", "C", "H", "H", "C", "H", "C", "H", "C", "H", "H", "C", "H", "C", "C", "S", "H", "H", "C", "H", "C", "C", "N", "C", "H", "C", "C", "C", "C", "H", "P", "H", "C", "C", "C", "C", "C", "C", "P", "C", "H", "C", "H", "C", "C", "H", "H", "H", "O", "H", "H", "C", "C"], "xyz": [[-4.104129, -2.621139, 2.108514], [-5.297419, -3.170120, -0.590213], [-5.825697, -0.915363, 0.937185], [-3.613845, 1.358837, -1.318245], [0.376316, 5.504836, -3.117990], [3.194673, 0.996430, -1.424196], [0.863325, 4.297404, 3.107457], [-6.871447, -2.974952, -2.700797], [1.134208, 7.783332, -2.641526], [3.135503, -2.918001, 0.941698], [-0.214903, 3.475549, -3.395750], [-2.090877, 1.694522, 4.793116], [4.934604, -4.572490, 0.765786], [0.850631, -3.090475, 0.712201], [1.088378, -1.027623, 4.503893], [3.357564, 2.031858, -4.648809], [4.826236, 3.945612, -1.107752], [3.568565, 0.790132, 2.865951], [-1.234704, 1.843717, 4.149267], [0.836859, -5.240969, 1.894423], [2.502309, 0.164728, -3.297278], [0.675345, 3.787673, -1.440888], [3.977556, 2.085492, 0.264148], [-1.096376, 3.941887, 4.558851], [-5.287317, 0.659477, 0.351311], [-5.265083, -2.368768, 2.316369], [4.138809, 3.106932, -2.960106], [-3.387592, -1.875032, 1.082290], [-7.014501, -0.636533, -1.102332], [0.284015, -0.539253, -0.416017], [0.434900, 1.264704, -0.797549], [-3.419218, -3.425613, 2.701645], [-6.002291, -4.872131, -3.308202], [-0.673514, 3.107065, 4.015380], [1.032412, -1.940787, 3.926192], [-1.982346, 0.920133, -1.842246], [-3.882520, -0.894850, 0.241822], [1.271988, 4.737911, -0.559603], [4.308387, 3.121186, -1.580964], [1.273118, 8.876058, -2.975500], [1.046929, -3.167474, 4.574954], [-1.735132, -1.156136, -0.197901], [-2.083270, -2.040509, 0.814171], [4.907684, -3.731668, 0.085918], [6.687948, -4.318281, -0.957532], [-1.122660, -0.215509, 3.575930], [3.487126, 2.043408, -3.574754], [-7.763525, -2.595365, -2.200695], [3.876618, -1.696274, -0.683457], [1.608860, 4.411408, 0.414218], [-2.856311, -0.467810, -0.499662], [1.826415, 2.398125, 1.838586], [0.978537, -5.296911, 4.363637], [-5.284533, -0.410562, 0.148985], [1.856578, 6.775982, -0.296761], [-6.855348, -4.500748, -2.743329], [5.890117, -3.590527, -0.889216], [-5.483287, -2.363829, -1.775058], [4.659638, 0.287902, 1.562098], [1.108951, -3.200033, 5.654353], [0.429917, 3.309459, 3.191581], [-6.831612, -4.918467, -1.739971], [4.851387, -1.571260, -1.680022], [3.836417, 2.068597, -0.809787], [2.613512, -0.029759, 1.176609], [0.527941, 2.471782, -1.049141], [4.522239, 3.922571, -3.559114], [0.972449, 2.249476, 2.488771], [3.894725, -2.797716, 0.182865], [1.410963, 6.037860, -0.949532], [0.958786, -1.906512, 2.530450], [-5.604411, -0.029482, -1.988721], [1.038513, -0.363909, 1.660483], [-3.374554, 0.024663, -2.472741], [0.230659, 4.203481, -2.731630], [0.431002, 0.969999, 2.645853], [0.973224, -4.346277, 3.846896], [5.856686, -2.520678, -1.771292], [3.757682, 0.027640, 2.111162], [-0.689873, 0.771525, 3.462285], [2.641569, -0.428661, -0.474556], [0.897710, -4.318507, 2.456294], [4.847878, -0.736248, -2.364918], [0.896382, -3.102101, 1.801934], [6.618000, -2.420131, -2.532679], [-2.965779, 0.527139, -1.593080], [3.012169, 0.990218, -2.809468], [-7.763950, -4.839988, -3.236622], [-6.775954, -2.526869, -3.689745], [-1.419912, -2.759722, 1.253196], [-4.348013, -2.160502, -2.652555], [3.914630, -0.933373, 2.601879], [0.050377, 5.839158, -4.093319], [0.968761, 6.428548, -2.232004], [-5.932736, -0.708505, -1.205343]], "forces_ev_per_angstrom": [[0.1, 0.0, 0.0], [-0.1, 0.1, 0.0], [0.0, 0.0, 0.0], [0.0, 0.0, 0.0], [0.0, 0.0, 0.0], [0.2, -0.1, -0.1], [0.0, 0.0, 0.0], [0.0, 0.0, 0.0], [0.0, 0.0, 0.0], [0.0, 0.0, 0.1], [0.0, 0.0, 0.0], [0.0, 0.0, 0.0], [0.0, 0.0, 0.0], [0.0, 0.0, 0.0], [0.0, 0.0, 0.0], [0.0, 0.0, 0.0], [0.0, 0.0, 0.0], [0.0, 0.0, 0.0], [0.0, 0.0, 0.0], [0.0, 0.0, 0.0], [0.0, 0.0, 0.0], [0.0, 0.1, 0.0], [0.0, 0.0, 0.0], [0.0, 0.0, 0.0], [0.0, 0.0, 0.0], [0.0, 0.0, 0.0], [0.0, 0.0, 0.0], [-0.2, -0.2, 0.0], [0.0, 0.0, 0.0], [-0.1, -2.0, -0.8], [0.0, 0.8, 0.3], [-0.1, 0.0, -0.1], [0.0, 0.0, 0.0], [0.0, 0.0, 0.0], [0.0, -0.1, 0.0], [0.0, 0.0, 0.0], [0.0, 0.3, 0.2], [-0.1, -0.1, 0.0], [0.0, 0.0, 0.0], [0.0, 0.0, 0.0], [0.0, 0.0, 0.0], [-0.2, 0.4, 0.6], [0.0, 0.1, -0.2], [0.0, 0.0, 0.0], [0.0, 0.0, 0.0], [0.0, 0.0, 0.0], [-0.1, 0.0, 0.0], [0.0, 0.0, 0.0], [-0.3, -0.3, -0.3], [0.0, 0.0, 0.0], [0.1, -0.2, -0.4], [0.0, 0.0, 0.0], [0.0, 0.0, 0.0], [0.0, -0.2, -0.2], [0.0, 0.0, 0.0], [0.0, 0.0, -0.1], [0.0, 0.0, 0.0], [0.1, -0.1, 0.0], [0.0, 0.0, 0.0], [0.0, 0.0, 0.0], [0.0, 0.0, 0.0], [0.0, 0.0, 0.0], [0.0, 0.0, 0.1], [0.1, -0.1, 0.0], [0.1, -0.1, 0.2], [0.0, -0.2, -0.2], [0.0, 0.0, 0.0], [0.1, 0.0, 0.1], [0.1, 0.0, 0.0], [0.0, 0.0, 0.0], [-0.2, -0.1, 0.0], [-0.1, 0.0, 0.0], [0.7, 0.5, 0.2], [0.0, 0.0, 0.0], [0.0, -0.1, 0.0], [-0.4, 0.0, -0.1], [0.0, 0.0, 0.0], [0.0, 0.0, 0.0], [0.0, -0.1, 0.0], [0.0, 0.0, 0.0], [0.0, 1.0, 0.3], [0.0, 0.0, 0.0], [0.0, 0.0, 0.0], [0.0, 0.1, 0.0], [0.0, 0.0, 0.0], [0.0, 0.0, 0.1], [-0.1, 0.0, 0.0], [0.0, 0.0, 0.0], [-0.1, 0.0, 0.0], [0.0, 0.0, 0.1], [0.0, -0.1, 0.1], [0.0, 0.0, 0.0], [0.0, 0.0, 0.0], [0.0, 0.0, 0.0], [0.1, 0.0, 0.0]], "lowdin_spin": [0.000, 0.000, 0.000, 0.000, -0.004, 0.011, 0.000, 0.000, 0.014, 0.000, 0.002, 0.000, 0.000, 0.001, 0.000, 0.000, 0.000, 0.000, 0.000, 0.000, 0.000, 0.088, 0.000, 0.000, 0.000, 0.000, 0.012, 0.000, 0.000, 0.106, 0.215, 0.000, 0.000, 0.000, 0.000, 0.001, 0.001, 0.073, 0.004, 0.102, 0.000, 0.006, 0.000, 0.000, 0.000, 0.000, 0.000, 0.000, 0.000, 0.002, 0.001, 0.000, 0.000, 0.000, -0.002, 0.000, 0.000, 0.000, 0.000, 0.000, 0.000, 0.000, 0.001, 0.002, 0.000, 0.140, 0.001, 0.000, 0.000, -0.001, 0.000, 0.000, -0.002, 0.000, 0.075, 0.000, 0.000, 0.000, 0.000, 0.000, 0.008, 0.000, 0.000, 0.001, 0.000, 0.001, 0.008, 0.000, 0.000, 0.000, 0.000, 0.000, -0.002, 0.139, 0.000]}

---

Q: Which value of charge does entry 2 give?
A: +3

---

Q: Among the records above, which one has the lowest charge?
A: C28H40N8O12

---

Q: Which value of charge does entry 1 give?
A: 0

---

Q: Among the records above, which one has the highest charge?
A: C42H40IrN5O4P2S